The following is a quantum chemistry calculation of 2 unconnected molecules or ions with the total composition H3IN2 in a non-equilibrium geometry, from the OMol25 dataset.

Summary:
Energy relative to the best compared isomer or geometry (same formula, charge and spin) in eV: 0.959
Strongest force on any atom in eV/Å: 6.35
Total energy in Eh: -408.8999
HOMO-LUMO gap (alpha / beta) in eV: 4.13 / 4.53

CARTESIAN COORDINATES (ANGSTROEM)
N (-0.23, -0.14, -0.58)
N (0.90, -0.62, -0.91)
I (-0.72, 1.31, 2.56)
H (-0.85, -0.16, -1.33)
H (-0.52, 0.18, 0.29)
H (1.41, -0.58, -0.03)